# 1
{"formula": "C28H41Cl2F11N3O9PS2", "method": "ωB97M-V with the def2-TZVPD basis set", "e_lumo_ev": 0.1, "orbital_gap_ev": 7.93, "smiles": "C/C(Cl)=C(/Cl)[C@]1(S(=O)(=O)C(F)(F)C(F)(F)C(F)(F)F)OS(=O)(=O)[C@@](OCCNC[C@@H](C)O)(P(C)C)[C@H](C(F)(F)C(F)F)[C@]1(N)CCCCOC=O.CCCC#N", "homo_ev": -7.8, "symbols": ["C", "C", "Cl", "C", "Cl", "C", "S", "O", "O", "C", "F", "F", "C", "F", "F", "C", "F", "F", "F", "O", "S", "O", "O", "C", "O", "C", "C", "N", "C", "C", "C", "O", "P", "C", "C", "C", "C", "F", "F", "C", "F", "F", "C", "N", "C", "C", "C", "C", "O", "C", "O", "H", "H", "H", "H", "H", "H", "H", "H", "H", "H", "H", "H", "H", "H", "H", "H", "H", "H", "H", "H", "H", "H", "H", "H", "H", "H", "H", "H", "H", "H", "H", "H", "H", "H", "C", "C", "C", "C", "N", "H", "H", "H", "H", "H", "H", "H"], "xyz": [[1.3208, -1.4381, 3.0057], [1.3150, -0.0643, 2.3975], [2.7536, 0.8490, 2.7842], [0.3472, 0.4511, 1.6635], [0.6175, 2.1335, 1.2102], [-0.9590, -0.2221, 1.2739], [-2.1908, 0.5718, 2.4941], [-3.3600, 1.2172, 1.9479], [-1.5203, 1.4779, 3.3631], [-2.8381, -0.7322, 3.6967], [-3.5003, 0.0093, 4.5851], [-1.8720, -1.3242, 4.3649], [-3.8566, -1.7648, 3.1269], [-4.3428, -1.4955, 1.9262], [-3.2196, -2.9410, 3.0412], [-5.0770, -2.0365, 4.0689], [-5.6845, -3.1082, 3.5600], [-5.9575, -1.0739, 4.0311], [-4.7142, -2.3545, 5.2813], [-1.1640, -1.5705, 1.6312], [-0.6676, -2.7911, 0.6893], [-1.8313, -3.4135, 0.1520], [0.0710, -3.7656, 1.4244], [0.2539, -2.0917, -0.7514], [1.4975, -1.6529, -0.1942], [2.6553, -2.4351, -0.4678], [3.7995, -1.7991, 0.3545], [5.0134, -2.5386, -0.0506], [6.1531, -2.2428, 0.8085], [6.4271, -3.4399, 1.7943], [5.7021, -3.1903, 3.1411], [6.0540, -4.6735, 1.2097], [0.3587, -3.4543, -1.9937], [0.2561, -5.1679, -1.3872], [-0.2403, -3.1035, -3.6838], [-0.4705, -0.7839, -1.2733], [0.5441, 0.0466, -2.0855], [1.4282, -0.7759, -2.7247], [1.3279, 0.8311, -1.3520], [-0.1118, 0.8443, -3.2890], [0.4373, 0.4772, -4.4623], [0.0851, 2.1567, -3.1835], [-1.3769, -0.0081, -0.2487], [-2.6943, -0.6544, -0.3376], [-1.6032, 1.5002, -0.6138], [-2.6869, 1.8095, -1.6753], [-4.0383, 2.2911, -1.0824], [-4.1439, 3.8265, -1.0665], [-2.8920, 4.3498, -0.5680], [-3.1230, 5.3023, 0.4012], [-3.6337, 6.3240, 0.1570], [0.3812, -1.7716, 3.4360], [1.7173, -2.1553, 2.2856], [2.0465, -1.4511, 3.8273], [2.6009, -3.4713, -0.1195], [2.9990, -2.3678, -1.5014], [3.6929, -1.9812, 1.4258], [3.9455, -0.7410, 0.0925], [5.2160, -2.3834, -1.0286], [7.0378, -2.2043, 0.1591], [6.0575, -1.2982, 1.3582], [7.5035, -3.5354, 1.9845], [4.6703, -3.5601, 3.1078], [5.7229, -2.1162, 3.3418], [6.2463, -3.7079, 3.9374], [5.3528, -5.0752, 1.7339], [0.6227, -5.8326, -2.1771], [0.9445, -5.2885, -0.5491], [-0.7434, -5.5084, -1.0979], [-1.0890, -2.4179, -3.8057], [0.5804, -2.7134, -4.2891], [-0.5294, -4.0516, -4.1529], [-1.1209, -1.1844, -2.0611], [-1.1627, 0.5536, -3.3636], [-2.9737, -0.8501, -1.2883], [-3.4311, -0.0857, 0.0648], [-1.8390, 2.1188, 0.2541], [-0.6931, 1.9882, -0.9731], [-2.3251, 2.6389, -2.2950], [-2.9133, 0.9954, -2.3716], [-4.2933, 1.8365, -0.1225], [-4.8172, 1.9603, -1.7879], [-4.9994, 4.1157, -0.4506], [-4.3385, 4.1452, -2.0963], [-2.7737, 5.0373, 1.4128], [-0.9321, 5.7458, -3.0613], [0.1939, 6.7370, -2.7841], [1.5007, 6.0518, -2.3720], [1.3607, 5.3176, -1.1165], [1.2301, 4.7263, -0.1416], [-1.1814, 5.1647, -2.1711], [-1.8339, 6.2734, -3.3733], [-0.6530, 5.0502, -3.8564], [-0.1219, 7.4369, -2.0077], [0.3795, 7.3242, -3.6859], [2.2840, 6.8032, -2.2553], [1.8302, 5.3704, -3.1591]], "lowdin_charge": [-0.09, -0.69, 0.70, -0.59, 0.78, -0.36, 0.83, -0.27, -0.26, -0.47, 0.14, 0.16, -0.38, 0.17, 0.16, -0.60, 0.18, 0.21, 0.22, -0.22, 0.66, -0.27, -0.23, -0.51, -0.17, -0.21, -0.18, -0.07, -0.18, -0.41, -0.05, -0.05, 0.99, -0.26, -0.26, -0.08, -0.41, 0.08, 0.12, -0.31, 0.09, 0.11, -0.33, 0.10, -0.16, -0.17, -0.16, -0.16, -0.08, -0.33, 0.13, 0.08, 0.06, 0.08, 0.12, 0.11, 0.10, 0.13, 0.11, 0.12, 0.11, 0.13, 0.08, 0.07, 0.08, 0.08, 0.05, 0.04, 0.04, 0.04, 0.04, 0.05, 0.12, 0.14, 0.10, 0.06, 0.08, 0.07, 0.11, 0.10, 0.09, 0.12, 0.13, 0.13, 0.16, -0.10, -0.25, -0.18, -0.21, 0.14, 0.05, 0.08, 0.07, 0.11, 0.11, 0.12, 0.12]}

***

# 2
{"formula": "C28H41GaIN3O3", "method": "ωB97M-V with the def2-TZVPD basis set", "e_lumo_ev": -1.5, "orbital_gap_ev": 5.41, "homo_ev": -6.9, "symbols": ["C", "C", "C", "C", "C", "C", "C", "C", "C", "O", "C", "Ga", "C", "N", "C", "C", "C", "I", "O", "C", "O", "C", "C", "C", "C", "C", "C", "C", "H", "H", "H", "H", "H", "H", "H", "H", "H", "H", "H", "H", "H", "H", "H", "H", "H", "H", "H", "H", "H", "H", "H", "H", "H", "H", "H", "H", "H", "H", "C", "C", "N", "C", "C", "N", "C", "C", "H", "H", "H", "H", "H", "H", "H", "H", "H", "H", "H"], "xyz": [[3.4494, 2.9514, -2.0757], [2.6091, 1.6508, -1.6689], [3.4032, 0.3860, -1.2493], [2.6646, -0.8990, -0.7999], [1.0909, -0.9426, -0.7654], [0.4500, -2.3124, -0.2355], [-0.5155, -3.0477, -1.2858], [-0.3503, -1.9224, 1.1330], [0.2414, 0.3166, -1.1939], [-1.1738, 0.3271, -1.1450], [-1.7825, -0.1774, -2.3825], [-3.7160, -0.8527, -1.9127], [-3.9790, -0.6213, 0.1168], [-3.9098, -1.8849, 0.9191], [-4.0097, -2.7738, -2.6134], [-5.2782, -3.5372, -1.9852], [-4.8962, -4.4863, -0.7130], [-5.8296, -6.4579, -0.7918], [-5.0759, 0.2248, -2.7605], [-4.5318, 1.4150, -3.2584], [-4.0643, 1.4326, -4.4286], [-4.5073, 2.7962, -2.4473], [-4.1174, 2.9218, -0.9471], [-4.1514, 4.2969, -0.1899], [-4.5823, 5.6187, -0.9026], [-4.9665, 5.5013, -2.4039], [-4.9272, 4.1388, -3.1516], [1.0578, 1.5890, -1.6399], [4.2106, 3.1232, -1.2182], [4.0662, 2.8371, -3.0270], [2.7937, 3.9021, -2.0823], [4.5518, 0.4110, -1.2512], [3.2453, -1.8393, -0.4700], [1.2900, -3.0517, 0.0420], [-0.4692, -4.1835, -1.0943], [-0.2269, -2.8798, -2.3799], [-1.5794, -2.6419, -1.0926], [-1.3043, -1.3878, 0.7799], [-0.5500, -2.8236, 1.8024], [0.2918, -1.1110, 1.6512], [-1.1704, -0.9978, -2.9063], [-1.8189, 0.7046, -3.1347], [-3.1719, 0.0894, 0.5329], [-4.9938, -0.1036, 0.3325], [-3.2107, -2.5470, 0.5620], [-3.8022, -1.7074, 1.9258], [-4.2331, -2.6621, -3.7463], [-3.0691, -3.4219, -2.5488], [-5.6391, -4.2825, -2.7970], [-6.1825, -2.8652, -1.7724], [-3.7643, -4.5577, -0.5460], [-5.3545, -3.9506, 0.2027], [-3.7963, 2.0119, -0.3388], [-3.8573, 4.3729, 0.9177], [-4.6148, 6.6118, -0.3519], [-5.2828, 6.4544, -2.9571], [-5.2210, 4.1352, -4.2585], [0.5141, 2.5553, -1.9553], [7.4399, -2.1100, 4.8835], [6.3304, -1.6874, 3.9415], [6.1139, -0.2339, 3.8629], [6.6884, 0.7601, 4.6327], [6.1453, 1.9400, 4.2294], [5.2545, 1.6434, 3.2200], [5.2608, 0.3282, 2.9991], [4.4188, 2.5959, 2.4965], [7.2352, -1.7841, 5.9068], [7.5348, -3.1973, 4.8913], [8.3992, -1.6862, 4.5752], [5.3853, -2.1377, 4.2569], [6.5510, -2.0417, 2.9310], [7.4147, 0.5137, 5.3866], [6.2768, 2.9620, 4.5391], [4.6690, -0.1947, 2.2591], [3.3730, 2.3109, 2.6193], [4.6890, 2.5708, 1.4400], [4.5672, 3.6019, 2.8877]], "lowdin_charge": [-0.11, -0.24, -0.10, -0.05, -0.08, -0.35, -0.09, -0.08, -0.15, -0.22, -0.19, 0.48, -0.32, -0.10, -0.25, -0.35, -0.68, 0.62, -0.13, -0.48, 0.00, -0.05, 0.01, -0.07, -0.09, -0.09, -0.01, 0.06, 0.06, 0.08, 0.08, 0.08, 0.08, 0.12, 0.09, 0.09, 0.05, 0.06, 0.08, 0.08, 0.07, 0.08, 0.03, 0.07, 0.02, 0.06, 0.07, 0.04, 0.06, 0.11, 0.04, 0.03, 0.07, 0.08, 0.07, 0.08, 0.10, 0.11, -0.08, -0.16, -0.04, 0.01, 0.01, -0.09, 0.00, 0.03, 0.08, 0.09, 0.09, 0.14, 0.13, 0.13, 0.14, 0.18, 0.11, 0.10, 0.10]}

***

# 3
{"formula": "C28H41N3O6P2Sr", "method": "ωB97M-V with the def2-TZVPD basis set", "e_above_lowest_kcal_mol": 130.5, "e_lumo_ev": -4.9, "orbital_gap_ev": 8.60, "charge": 2, "homo_ev": -13.5, "symbols": ["Sr", "C", "C", "C", "C", "N", "C", "C", "C", "C", "C", "C", "N", "C", "C", "C", "C", "C", "N", "H", "H", "H", "H", "H", "H", "H", "H", "H", "H", "H", "C", "C", "C", "O", "P", "O", "C", "P", "O", "O", "C", "C", "C", "O", "C", "C", "C", "O", "C", "C", "C", "H", "H", "H", "H", "H", "H", "H", "H", "H", "H", "H", "H", "H", "H", "H", "H", "H", "H", "H", "H", "H", "H", "H", "H", "H", "H", "H", "H", "H", "H"], "xyz": [[0.2468, -0.6155, 0.5788], [-2.9025, -3.9697, 2.6902], [-3.0555, -3.5117, 3.9878], [-2.0355, -2.7645, 4.5537], [-0.9111, -2.4539, 3.7932], [-0.7973, -2.8378, 2.5144], [-1.7610, -3.6014, 1.9965], [0.2635, -1.7595, 4.3831], [0.4876, -1.7676, 5.7579], [1.6427, -1.1848, 6.2456], [2.5646, -0.6730, 5.3516], [2.2823, -0.7204, 3.9870], [1.1340, -1.2198, 3.5358], [3.2818, -0.3098, 2.9644], [4.4791, 0.3086, 3.3128], [5.4238, 0.5724, 2.3343], [5.1530, 0.1934, 1.0320], [3.9283, -0.3956, 0.7604], [3.0096, -0.6366, 1.6954], [-3.6494, -4.5978, 2.2251], [-3.9483, -3.7420, 4.5527], [-2.1268, -2.4222, 5.5739], [-1.5954, -3.9616, 0.9855], [-0.2006, -2.2491, 6.4366], [1.8351, -1.1511, 7.3090], [3.4951, -0.2720, 5.7223], [4.6872, 0.5851, 4.3349], [6.3553, 1.0578, 2.5908], [5.8774, 0.3472, 0.2446], [3.6693, -0.6911, -0.2492], [-1.5993, 1.5484, -4.5888], [-0.7882, 0.2835, -4.3831], [0.0635, -0.0892, -5.5775], [0.1218, 0.5003, -3.2298], [0.1618, -0.4563, -2.0183], [1.3434, -0.2573, -1.1512], [-1.3284, -0.2546, -1.0472], [-1.1984, 1.3792, -0.2686], [-0.3797, 1.2881, 0.9628], [-0.7216, 2.5091, -1.2458], [0.6597, 3.0919, -1.2293], [0.8993, 3.7360, -2.5821], [0.7654, 4.1177, -0.1152], [-2.7213, 1.5981, -0.0227], [-3.5137, 2.8298, 0.1343], [-2.7590, 3.8850, 0.9199], [-3.9446, 3.3114, -1.2381], [0.0789, -1.8799, -2.6814], [0.5354, -3.1467, -2.1258], [1.6388, -3.6777, -3.0187], [-0.6608, -4.0802, -2.0563], [-2.3656, 1.3725, -5.3420], [-0.9592, 2.3626, -4.9258], [-2.0858, 1.8521, -3.6608], [-1.4528, -0.5513, -4.1419], [0.7597, 0.7171, -5.8090], [-0.5761, -0.2653, -6.4409], [0.6308, -0.9954, -5.3677], [-1.4127, -1.0029, -0.2786], [-2.2156, -0.2943, -1.6776], [1.3787, 2.2964, -1.0559], [0.1048, 4.4536, -2.7915], [0.9159, 2.9928, -3.3676], [1.8550, 4.2569, -2.5781], [0.0786, 4.9449, -0.2992], [1.7812, 4.5097, -0.0944], [0.5443, 3.6794, 0.8561], [-4.3790, 2.4879, 0.7006], [-1.9245, 4.2701, 0.3339], [-2.3771, 3.4735, 1.8553], [-3.4275, 4.7118, 1.1515], [-3.0781, 3.6517, -1.8074], [-4.6433, 4.1406, -1.1411], [-4.4414, 2.5099, -1.7860], [0.9410, -2.9919, -1.1139], [1.2577, -3.8103, -4.0313], [1.9965, -4.6361, -2.6465], [2.4777, -2.9822, -3.0475], [-1.0650, -4.2370, -3.0560], [-1.4532, -3.6685, -1.4266], [-0.3514, -5.0411, -1.6483]], "lowdin_charge": [1.58, -0.04, -0.03, 0.01, -0.22, 0.06, -0.14, -0.21, 0.01, -0.02, 0.01, -0.20, 0.13, -0.21, 0.01, -0.03, -0.04, -0.13, 0.06, 0.12, 0.12, 0.12, 0.09, 0.12, 0.12, 0.11, 0.11, 0.12, 0.12, 0.10, -0.02, -0.39, -0.02, -0.14, 0.38, -0.43, -0.31, 0.41, -0.44, -0.16, -0.37, -0.02, -0.03, -0.16, -0.37, -0.03, -0.03, -0.16, -0.42, -0.01, -0.02, 0.10, 0.09, 0.07, 0.14, 0.10, 0.10, 0.08, 0.01, 0.13, 0.13, 0.10, 0.06, 0.10, 0.09, 0.10, 0.08, 0.15, 0.06, 0.10, 0.10, 0.08, 0.10, 0.09, 0.13, 0.10, 0.10, 0.09, 0.10, 0.07, 0.10]}